Entry 1:
# C22H60N2O9

7 unconnected molecules or ions with the total composition C22H60N2O9 at a distorted geometry (ωB97M-V with the def2-TZVPD basis set, the OMol25 dataset).

Structure (XYZ):
```
93
Properties=species:S:1:pos:R:3
C -1.73 5.33 2.71
O -0.39 5.51 2.93
C 0.44 4.36 3.11
C 0.42 3.38 1.93
N 1.04 3.94 0.74
C 0.73 3.11 -0.41
C -0.60 3.46 -1.07
O -0.65 4.84 -1.30
C -1.67 5.28 -2.19
H -2.08 4.59 3.43
H -1.79 4.86 1.72
H -2.32 6.25 2.75
H 0.28 3.83 4.06
H 1.45 4.76 3.18
H -0.61 3.06 1.82
H 1.09 2.58 2.23
H 0.59 4.82 0.54
H 0.54 2.07 -0.15
H 1.55 2.99 -1.11
H -1.44 3.36 -0.39
H -0.78 2.95 -2.02
H -2.56 4.69 -1.93
H -1.41 5.16 -3.24
H -1.96 6.31 -1.97
C 5.57 -4.39 0.98
O 4.57 -3.90 0.15
C 4.85 -3.75 -1.28
C 3.90 -2.92 -2.08
N 4.12 -1.44 -1.89
C 3.38 -0.65 -2.81
C 2.03 -0.27 -2.30
O 1.20 0.54 -3.14
C 1.79 1.65 -3.85
H 5.63 -5.47 0.81
H 5.21 -4.12 1.98
H 6.58 -4.06 0.76
H 4.84 -4.71 -1.81
H 5.82 -3.39 -1.62
H 2.88 -3.19 -1.80
H 4.12 -3.23 -3.09
H 5.10 -1.23 -1.78
H 3.14 -1.14 -3.76
H 3.85 0.32 -2.95
H 2.15 0.29 -1.37
H 1.53 -1.21 -2.09
H 2.46 2.31 -3.30
H 0.99 2.22 -4.33
H 2.29 1.12 -4.66
C 1.98 -0.52 2.73
C 2.96 -0.86 1.61
O 2.30 -1.78 0.73
H 2.44 0.11 3.49
H 1.58 -1.43 3.18
H 1.05 -0.18 2.27
H 3.80 -1.49 1.91
H 3.29 0.04 1.09
H 2.85 -1.86 -0.05
C -1.02 -0.07 -0.34
C -1.42 -1.26 -1.16
O -1.41 -2.46 -0.40
H -1.33 0.86 -0.82
H 0.07 -0.03 -0.29
H -1.47 -0.01 0.65
H -0.83 -1.40 -2.07
H -2.47 -1.16 -1.43
H -0.53 -2.81 -0.22
C -5.95 1.75 -1.04
C -4.63 1.18 -1.33
O -3.86 2.24 -1.78
H -6.47 2.18 -1.90
H -5.76 2.52 -0.29
H -6.43 0.91 -0.53
H -4.62 0.37 -2.05
H -4.07 0.72 -0.53
H -4.39 3.03 -1.79
C -5.88 -2.09 1.89
C -4.88 -2.50 0.87
O -3.73 -1.81 1.09
H -5.91 -2.47 2.91
H -6.85 -1.98 1.40
H -5.72 -1.07 2.23
H -5.33 -2.43 -0.12
H -4.64 -3.57 0.84
H -2.93 -2.16 0.71
C 0.02 -4.07 2.78
C 0.69 -4.91 1.71
O 0.73 -4.24 0.45
H 0.20 -4.44 3.79
H -1.07 -4.04 2.73
H 0.35 -3.03 2.73
H 0.09 -5.82 1.67
H 1.68 -5.27 1.99
H 1.34 -3.50 0.54
```

spin multiplicity: 1
ΔE to the lowest compared entry with this formula, charge and spin: 3.182 eV
orbital gap: 0.3440 Eh
LUMO: 0.58 eV
HOMO level: -0.32256 Eh

=====

Entry 2:
# C5H10O

2 unconnected molecules or ions with the total composition C5H10O at a distorted geometry (ωB97M-V with the def2-TZVPD basis set, the OMol25 dataset).

Structure (XYZ):
```
16
Properties=species:S:1:pos:R:3
C -1.54 0.73 -0.90
C -0.71 0.22 0.29
C -0.06 -1.17 0.09
C 1.38 -0.88 -0.19
O 1.61 0.43 -0.20
C 0.55 1.06 0.54
H -2.36 0.05 -1.13
H -1.97 1.72 -0.69
H -0.92 0.82 -1.80
H -1.34 0.23 1.18
H 0.62 -1.51 1.02
H -0.59 -1.92 -0.50
H 2.01 -1.50 -0.79
H 1.97 -1.39 1.30
H 0.84 1.03 1.60
H 0.50 2.09 0.19
```

spin multiplicity: 1
ΔE to the lowest compared entry with this formula, charge and spin: 4.393 eV
orbital gap: 0.3300 Eh
LUMO: 0.95 eV
HOMO level: -0.29502 Eh

=====

Entry 3:
# C29H50FN6O4SSr

A molecular structure, C29H50FN6O4SSr (ωB97M-V with the def2-TZVPD basis set, the OMol25 dataset).

Structure (XYZ):
```
92
Properties=species:S:1:pos:R:3
Sr 1.15 1.04 -1.55
N 3.71 2.29 -3.23
C 4.75 3.27 -2.87
C 5.79 2.62 -1.94
C 5.23 2.28 -0.56
N 4.22 1.18 -0.70
C 4.57 3.50 0.09
C 3.55 4.23 -0.79
N 2.28 3.49 -0.82
C 4.11 4.48 -2.19
H 4.08 1.54 -3.80
H 2.98 2.74 -3.78
H 3.72 1.37 -1.60
H 5.28 3.62 -3.76
H 6.62 3.31 -1.82
H 6.19 1.72 -2.41
H 6.02 1.92 0.10
H 3.52 1.13 0.08
H 4.63 0.25 -0.85
H 5.37 4.20 0.33
H 4.10 3.22 1.03
H 3.39 5.21 -0.33
H 1.61 4.03 -1.37
H 1.92 3.45 0.14
H 4.88 5.26 -2.12
H 3.33 4.89 -2.83
C -0.62 -1.74 5.66
C -1.31 -0.46 5.22
N -1.23 -0.23 3.79
C -0.21 0.55 3.31
C -0.01 0.76 1.99
C 1.18 1.55 1.51
O 1.26 2.76 1.76
O 2.02 0.88 0.82
C -0.92 0.22 1.02
O -0.83 0.50 -0.24
C -1.94 -0.63 1.51
C -2.83 -1.26 0.61
C -3.79 -2.11 1.10
F -4.63 -2.73 0.23
C -3.94 -2.38 2.45
C -3.07 -1.75 3.36
C -2.08 -0.88 2.91
N -4.91 -3.32 2.95
C -4.65 -4.69 2.53
C -5.52 -5.64 3.32
N -6.96 -5.26 3.14
C -7.21 -3.82 3.52
C -6.29 -2.93 2.71
H -0.71 -1.88 6.74
H 0.45 -1.70 5.41
H -1.04 -2.61 5.16
H -0.85 0.41 5.71
H -2.36 -0.45 5.52
H 0.44 0.99 4.05
H -2.74 -1.07 -0.45
H -3.20 -1.98 4.41
H -3.61 -4.93 2.73
H -4.83 -4.83 1.45
H -5.31 -5.57 4.39
H -5.41 -6.67 2.99
H -7.57 -5.88 3.69
H -7.23 -5.40 2.15
H -7.02 -3.74 4.58
H -8.26 -3.61 3.32
H -6.43 -1.91 3.04
H -6.56 -2.98 1.65
C 1.66 -2.84 -3.60
C 2.68 -1.69 -3.72
C 4.06 -2.30 -4.02
C 2.27 -0.81 -4.90
C 2.70 -0.91 -2.42
H 1.62 -3.43 -4.52
H 0.66 -2.45 -3.40
H 1.93 -3.50 -2.77
H 4.06 -2.86 -4.95
H 4.36 -2.98 -3.21
H 4.82 -1.52 -4.10
H 2.21 -1.39 -5.83
H 3.00 -0.01 -5.07
H 1.29 -0.35 -4.72
H 3.08 -1.60 -1.65
C -2.17 4.09 -3.79
S -1.52 2.88 -2.64
C -1.50 3.90 -1.17
O -0.06 2.73 -3.04
H -1.55 4.98 -3.77
H -3.20 4.32 -3.50
H -2.16 3.63 -4.77
H -2.51 4.21 -0.92
H -0.87 4.77 -1.36
H -1.09 3.29 -0.36
```

spin multiplicity: 1
ΔE to the lowest compared entry with this formula, charge and spin: 0.000 eV
net charge: +1
orbital gap (spin up / spin down): 0.1920 / 0.1254 Eh
LUMO (spin up / spin down): -2.52 / -2.52 eV
HOMO level (spin up / spin down): -0.28474 / -0.21794 Eh

=====

Entry 4:
# C6H10N2

C6H10N2 in the gas phase at a distorted geometry (ωB97M-V with the def2-TZVPD basis set, the OMol25 dataset).

Structure (XYZ):
```
18
Properties=species:S:1:pos:R:3
C 0.91 1.20 1.74
C -0.22 0.69 0.88
C -1.51 1.11 1.37
N -2.46 1.44 1.94
C -0.09 -0.17 -0.16
C 1.34 -0.62 -0.50
C -1.27 -0.62 -0.98
N -0.92 -1.38 -2.15
H 1.65 0.37 2.01
H 1.49 1.97 1.17
H 0.48 1.60 2.74
H 1.83 0.19 -0.98
H 1.90 -0.90 0.38
H 1.35 -1.39 -1.24
H -1.80 0.32 -1.15
H -1.96 -1.18 -0.28
H -0.09 -1.94 -1.89
H -0.64 -0.68 -2.91
```

spin multiplicity: 1
ΔE to the lowest compared entry with this formula, charge and spin: 1.524 eV
orbital gap: 0.3640 Eh
LUMO: 0.59 eV
HOMO level: -0.34218 Eh

=====

Entry 5:
# C6H13NOP

A gas-phase ion, C6H13NOP (charge +1) at a distorted geometry (ωB97M-V with the def2-TZVPD basis set, the OMol25 dataset).

Structure (XYZ):
```
22
Properties=species:S:1:pos:R:3
C 0.02 0.13 0.41
C 0.15 1.23 -0.45
C -2.07 -0.38 -0.45
C 1.08 -0.12 1.43
C 1.43 2.04 -0.23
C -0.20 -1.73 -1.17
N -0.89 -1.00 -0.14
O -0.67 1.42 -1.38
P -3.11 0.40 0.73
H -2.47 -0.49 -1.49
H 1.23 0.70 2.22
H 2.10 -0.39 1.07
H 0.80 -1.13 1.97
H 2.18 1.57 0.35
H 0.93 2.91 0.29
H 1.80 2.54 -1.26
H 0.66 -1.99 -0.63
H -0.78 -2.46 -1.73
H 0.01 -1.01 -1.92
H -1.10 -1.60 0.65
H -3.46 1.32 -0.28
H -2.10 1.10 1.41
```

spin multiplicity: 1
ΔE to the lowest compared entry with this formula, charge and spin: 3.872 eV
net charge: +1
orbital gap (spin up / spin down): 0.3006 / 0.2160 Eh
LUMO (spin up / spin down): -4.94 / -6.08 eV
HOMO level (spin up / spin down): -0.48220 / -0.43945 Eh

=====

Entry 6:
# C3H2Br2O

2 unconnected molecules or ions with the total composition C3H2Br2O at a distorted geometry (ωB97M-V with the def2-TZVPD basis set, the OMol25 dataset).

Structure (XYZ):
```
8
Properties=species:S:1:pos:R:3
C 1.28 0.37 0.04
C -0.06 0.48 0.01
C -0.96 -0.57 -0.04
O -0.27 -2.45 -0.23
Br -0.90 2.21 0.04
Br -2.73 -0.68 0.07
H 1.90 1.25 0.08
H 1.74 -0.60 0.03
```

spin multiplicity: 1
ΔE to the lowest compared entry with this formula, charge and spin: 6.505 eV
orbital gap (spin up / spin down): 0.2409 / 0.2402 Eh
LUMO (spin up / spin down): -2.55 / -2.56 eV
HOMO level (spin up / spin down): -0.33472 / -0.33409 Eh